The following is a quantum chemistry calculation of 5 unconnected molecules or ions with the total composition C2H13NO4, from the OMol25 dataset.

The geometry in XYZ format:
```
20
Properties=species:S:1:pos:R:3:mulliken_charge:R:1
C -2.41420 0.08427 2.08922 -0.323
N -1.50745 -0.00893 1.20774 -0.257
C -1.85635 -0.73726 0.01419 -0.694
H -2.08484 0.32901 3.08324 0.255
H -3.46655 -0.17959 1.91417 0.235
H -2.84254 -1.21402 0.01586 0.359
H -1.76646 -0.18130 -0.91741 0.205
H -1.12125 -1.53527 -0.17711 0.171
O 2.67889 -0.08327 -1.65628 -0.629
H 3.26046 0.66174 -1.74453 0.292
H 1.77951 0.21411 -1.65324 0.335
O -0.19718 1.65142 -1.86405 -0.609
H -0.00348 2.32584 -1.19475 0.342
H -1.02221 2.00382 -2.19432 0.284
O 1.80518 -3.23600 0.13119 -0.642
H 1.96787 -3.08157 -0.80053 0.323
H 1.45085 -2.38115 0.42342 0.308
O 0.58499 2.12797 0.83663 -0.664
H -0.03422 1.38037 0.70360 0.435
H 0.78139 2.01396 1.76787 0.275
```

Properties
- charge = 0
- E_tot (hartree) = -439.67077
- energy above the lowest of the compared OMol25 structures with the same formula, charge and spin (kJ/mol) = 136.6
- highest occupied orbital energy (eV) = -10.460